No. 1
C5H9NO2 | wB97M-V/def2-TZVPD

ΔE to the lowest compared entry with this formula, charge and spin	7.605	eV
orbital gap	10.16	eV
net charge	0
multiplicity	1
HOMO	-9.278	eV
strongest force on any atom	0.17596	Eh/bohr

```
17
C5H9NO2 wB97M-V/def2-TZVPD
O 0.2463 0.7534 1.5520
O -1.2217 1.1462 -0.8685
N 0.3197 2.0258 0.9573
C -0.3669 2.1119 -0.0952
C 0.4135 -1.2429 0.2572
C -1.3711 -0.2364 -0.5107
C -0.2078 -0.8482 -0.9492
C 1.2337 -0.0962 0.9248
H -0.4864 2.9907 -0.4896
H -2.5360 -0.4937 -0.9917
H 1.2399 -2.0317 0.0032
H 1.9023 0.5319 0.1389
H -0.1643 -1.8624 -1.6274
H 0.7336 -0.2371 -1.5005
H -0.1281 -2.0541 0.8307
H 2.0223 -0.0479 1.8176
H -1.6290 -0.4094 0.5513
```

***

No. 2
C21H53N3O7 | wB97M-V/def2-TZVPD

ΔE to the lowest compared entry with this formula, charge and spin	11.206	eV
orbital gap	8.46	eV
net charge	0
multiplicity	1
HOMO	-7.878	eV
strongest force on any atom	0.14956	Eh/bohr

```
84
C21H53N3O7 wB97M-V/def2-TZVPD
O 4.1509 -6.9588 -0.8155
O 2.9478 4.1680 0.1445
O -0.8322 4.5060 -1.1340
O -1.9640 0.0665 -1.3702
O 0.8467 -3.5708 -2.5668
O -3.9407 -0.9074 -0.3320
O 0.6733 2.7906 4.2816
N 0.4614 3.4555 1.2728
N 1.0606 -5.7658 -0.8051
N -3.0703 1.7225 -0.4375
C 0.3608 -0.3158 -1.5468
C -0.0115 3.3380 5.4264
C -0.8491 0.0362 0.6265
C -1.1094 3.1590 -0.7735
C 1.7188 -7.0515 -1.0984
C 0.4353 2.2796 2.0512
C 0.7736 -2.0375 -2.7084
C -4.2199 -2.1820 0.1707
C 0.6007 4.7889 -1.3220
C -0.9503 -0.5700 -0.7080
C -0.2318 -5.4889 -1.5139
C -4.8837 0.1472 -0.1059
C -0.3059 -3.9796 -1.7971
C 2.9486 -7.2376 -0.1451
C 2.7532 4.3715 1.5872
C -0.3140 2.4866 3.3458
C -2.6888 3.0864 -0.7900
C 4.3609 -5.5849 -1.1202
C -4.4497 1.4612 -0.6964
C 1.2211 4.5403 1.7711
C 4.2425 4.2829 -0.2259
H -0.3879 -6.0595 -2.4294
H -3.0581 3.6113 0.0911
H -2.4042 1.1415 -0.9262
H 1.0793 -1.6277 -1.7457
H -0.5077 -3.4692 -0.8554
H 2.1175 -7.0359 -2.1128
H -1.1175 -1.6449 -0.6390
H -0.8711 2.4709 -1.5845
H -5.2573 -2.4697 0.0002
H 4.8068 3.5853 0.3930
H 1.3812 1.7675 2.2275
H 3.2450 3.6038 2.1846
H 4.5208 4.0413 -1.2517
H -0.6354 1.1041 0.6718
H 0.1510 -0.6187 -2.5726
H -0.6966 2.7974 0.1683
H -3.1370 3.5229 -1.6826
H -4.6294 1.5028 -1.7707
H 0.5737 0.7325 -1.7564
H 1.5466 -1.7897 -3.4358
H -0.1934 -1.6578 -3.0381
H 1.5510 -4.9497 -1.1423
H -4.9281 2.2352 -0.0963
H 4.6602 5.2896 -0.2127
H 0.4380 3.2980 6.4186
H -0.6402 1.5222 3.7351
H -0.4198 4.3399 5.2937
H 1.0326 3.1401 0.5019
H 1.0088 4.6192 2.8373
H -0.1651 -0.5216 1.2661
H 1.2081 3.9306 -1.6092
H 1.1110 5.1707 -0.4377
H 1.0475 -7.9098 -1.1249
H -1.2693 3.0092 3.2981
H 1.2979 -0.7313 -1.1762
H 2.7903 -6.6692 0.7714
H 4.4310 -5.0314 -0.1838
H 3.5919 -5.2058 -1.7932
H 0.7251 5.4667 -2.1665
H -3.4449 -2.9005 -0.0963
H -5.7933 -0.2163 -0.5841
H 5.3199 -5.5257 -1.6349
H -4.2382 -2.0836 1.2561
H -2.7520 -0.2088 -0.8959
H -1.2024 -3.7252 -2.3625
H -0.1780 1.6421 1.4143
H -0.8314 2.6695 5.6889
H 3.2889 5.2814 1.8579
H -5.0020 0.1428 0.9776
H -1.0676 -5.8373 -0.9072
H 0.9594 5.4609 1.2493
H 3.0469 -8.2763 0.1704
H -1.8373 0.0297 1.0863
```

***

No. 3
C34H73BrN5O12S3 | wB97M-V/def2-TZVPD

orbital gap	8.99	eV
net charge	+1
multiplicity	1
HOMO	-12.040	eV
strongest force on any atom	0.06217	Eh/bohr

```
128
C34H73BrN5O12S3 wB97M-V/def2-TZVPD
Br 2.8141 -3.6155 -3.6361
S -1.9525 -8.2188 6.2752
S -0.5310 4.2410 -6.9546
S 2.9923 6.1715 -2.9744
O 3.2115 7.1784 -4.1814
O 4.3758 -1.6868 -2.3478
O -1.5727 -6.8341 6.2410
O -0.5054 3.2798 -5.8925
O -0.9724 -7.1702 2.3490
O 0.8786 -4.1796 -0.9347
O -3.3118 -8.6031 6.0707
O 0.5759 3.8406 -8.0252
O -1.4138 -8.8647 7.6183
O -1.7529 4.5401 -7.6286
O 3.9117 6.4797 -1.9260
O 1.5896 6.0641 -2.7059
N 2.4047 -2.0711 3.0154
N 1.4483 -3.2971 -0.0685
N 1.5624 -3.5169 1.2638
N 2.3941 -1.5339 0.7319
N 2.1085 -2.8786 4.1122
C 2.1435 -2.3641 1.7433
C 2.1069 0.3971 2.9485
C -1.1130 1.6742 -0.3292
C -0.9375 -9.1304 5.1654
C -1.7963 -8.2549 8.8734
C 3.4457 9.3881 -3.1073
C 0.5893 4.1845 0.2536
C -5.0518 -1.6454 0.7377
C -0.5970 2.3393 -9.5907
C -1.7145 0.4942 -1.0660
C 2.6624 8.5121 -4.0638
C 1.0338 3.0374 -0.6813
C 1.9533 -2.1030 -0.3702
C 1.0887 -4.7811 1.8399
C -3.2386 -8.5330 9.2464
C 0.2136 5.7405 -6.4181
C -3.2191 0.5992 -1.2603
C 1.4770 2.7766 3.1855
C -0.3984 -4.7911 2.1584
C 3.5404 4.7113 -3.7909
C -5.0289 -2.3569 -0.6311
C -0.7024 -5.9911 3.0722
C 2.2316 1.6106 3.8535
C 2.0128 -1.5561 -1.7213
C 1.5094 5.1971 2.4644
C 3.2405 -2.0861 -2.4601
C 1.7709 4.8742 0.9848
C 3.0395 -0.7696 3.2872
C 2.0729 4.1507 3.4183
C 0.5265 2.5125 -8.5877
C -5.2602 -0.4173 -2.3909
C -3.7366 -0.2906 -2.3885
C 0.4236 1.6728 -0.3908
C -5.8592 -1.6723 -1.7114
H 1.5686 -4.4864 -1.5519
H 0.1483 4.9427 -0.3852
H 1.0845 0.0276 2.9278
H 1.1357 -3.1504 4.1349
H 0.6972 0.9980 -1.2076
H 0.4346 2.7755 3.4934
H -6.1804 -2.3903 -2.4560
H -1.1295 -8.6882 9.6154
H 0.8253 1.2201 0.5092
H -1.1021 -10.1908 5.3349
H -1.5139 2.6202 -0.6798
H -5.2290 -2.3868 1.5100
H -0.5441 3.1082 -10.3608
H 0.7225 3.2997 -1.6906
H -3.4278 1.6203 -1.5765
H -1.2668 0.4810 -2.0620
H 1.2749 -5.5420 1.0908
H -3.7708 0.4570 -0.3360
H 2.0140 6.1318 2.6976
H -5.5616 -0.4639 -3.4341
H -3.2227 -1.2480 -2.4252
H -0.4702 6.2089 -5.7137
H 0.4546 5.3626 2.6645
H -1.4822 -0.4458 -0.5633
H -4.0046 -2.5574 -0.9295
H 1.6109 8.4491 -3.7783
H 0.1024 -8.8637 5.3339
H -5.8348 -0.8995 0.7995
H -0.7109 -3.8895 2.6783
H -1.2412 -8.8581 4.1561
H -0.1823 3.8770 0.9516
H -1.5923 -7.1837 8.8349
H 2.5906 4.1590 0.9562
H -6.7749 -1.3547 -1.2165
H 2.8607 4.4792 -4.6064
H -0.5285 1.3587 -10.0619
H 3.0578 10.4062 -3.1330
H 2.1022 -0.4764 -1.6813
H 2.7205 -3.6802 4.1782
H 3.3746 9.0245 -2.0836
H 1.8122 4.4675 4.4285
H 2.0407 5.7626 0.4311
H 1.7180 1.4095 4.7889
H -5.4852 -3.3303 -0.4709
H 0.4598 1.7780 -7.7830
H -5.7008 0.5001 -2.0173
H 1.4708 2.5831 2.1184
H 2.3331 0.7131 1.9365
H 4.5011 9.4026 -3.3781
H -3.4603 0.2293 -3.3032
H 2.7048 8.9274 -5.0684
H 1.4875 2.3741 -9.0789
H 4.5510 4.8728 -4.1562
H -4.0817 -1.2232 0.9724
H 1.1363 -1.8115 -2.3025
H 2.1206 2.9719 -0.7165
H 3.1591 4.1410 3.3772
H -0.9597 -4.9061 1.2382
H 1.7021 -5.0265 2.6898
H 3.5305 3.9141 -3.0509
H -3.4468 -8.1438 10.2428
H 1.1555 5.5095 -5.9296
H 0.3637 6.3872 -7.2783
H -3.9297 -8.0633 8.5484
H 3.9690 -0.6945 2.7366
H 3.2680 1.8718 4.0327
H -3.4376 -9.6042 9.2343
H -1.5726 2.4190 -9.1144
H -1.4783 -5.7443 3.7931
H -1.7064 -7.0283 1.7473
H 3.2751 -0.7417 4.3429
H -1.3788 1.5884 0.7242
H 0.1856 -6.2109 3.6570
```

***

No. 4
C32H82N8O6 | wB97M-V/def2-TZVPD

ΔE to the lowest compared entry with this formula, charge and spin	13.880	eV
orbital gap	1.19	eV
net charge	0
multiplicity	1
HOMO	-3.605	eV
strongest force on any atom	0.12821	Eh/bohr

```
128
C32H82N8O6 wB97M-V/def2-TZVPD
O 7.1606 5.9007 0.0564
O 5.9253 9.5955 -3.6688
O 0.4704 -0.7483 -2.5856
O 8.8640 8.3123 -0.4636
O 3.8614 7.7554 -2.3077
O 1.9509 0.8503 -0.0904
N 4.4300 0.4701 6.7742
N 2.9978 2.0131 -4.1725
N -2.2606 -1.0459 -6.8041
N 0.3475 5.2456 0.5234
N -6.5101 -2.2424 -5.0816
N 1.4365 -9.0826 -1.0710
N 4.5885 3.6050 3.0130
N -3.7663 4.7117 1.4033
C 6.9008 6.7627 -0.6828
C 5.3183 0.5499 7.9727
C -3.6888 6.9780 2.5625
C 1.8148 -7.9101 -1.9286
C 7.4688 8.8532 -2.2168
C -7.1176 -0.9101 -4.7853
C 0.6967 -8.7048 0.1118
C -4.0364 5.4944 2.6134
C 0.7889 -9.7412 1.2366
C -5.6559 -2.5433 -3.8921
C -7.6520 -3.1360 -7.0128
C 6.1553 8.7669 -2.6555
C -7.8854 -0.7498 -3.4122
C 2.7021 1.9593 7.9387
C 4.8459 -0.2087 9.1952
C -0.4983 -9.6936 -2.4532
C 5.6210 -0.7780 4.9508
C -4.7181 -3.7541 -4.1010
C -7.4471 -3.2277 -5.4869
C -3.8699 4.8734 -1.1208
C -3.9463 3.2661 1.7870
C 5.1567 7.7667 -2.0675
C 4.4464 -0.7696 6.0102
C 3.0033 0.7176 7.0884
C 0.4295 -0.8915 -1.2260
C 5.5264 6.7707 -1.2562
C -4.6233 5.0753 0.2274
C 1.5944 -0.5085 -0.1455
C 0.7574 -10.1348 -1.8048
C -2.7195 2.7431 2.5616
C 2.8182 -6.8905 -1.3263
C 7.8724 7.9458 -1.1333
H -1.7788 -1.7337 -7.3652
H 0.8984 5.5577 -0.2635
H -8.3465 -3.1721 -4.8735
H -4.6634 5.0712 -1.8413
H 4.0991 4.4329 3.3213
H -4.8303 6.1454 0.2121
H -2.7292 7.3101 2.1664
H -5.6122 4.6218 0.1614
H 2.4888 -1.0786 -0.3967
H -3.7357 7.4951 3.5209
H 4.0526 -0.9316 9.0047
H 1.4216 -10.4545 -2.6078
H -4.1852 -3.7308 -5.0516
H 0.5581 -10.9484 -1.1074
H -4.4146 7.4230 1.8817
H 3.8246 1.5155 -4.4708
H 0.6553 -9.3454 2.2433
H 1.6591 2.2755 7.9576
H -2.6591 1.6630 2.6948
H 0.0275 -10.4810 0.9896
H 2.5355 -0.1211 7.6040
H -5.3155 -4.6555 -3.9649
H -3.0771 5.5780 -1.3720
H -7.5896 -2.1248 -7.4151
H 2.4582 2.5057 -4.8699
H -0.3382 -8.3724 0.0300
H 2.9594 1.7352 8.9739
H -7.0734 -4.2029 -5.1746
H -1.1679 -9.2973 -1.6899
H -5.0279 -1.6711 -3.7103
H -3.6348 3.8669 -1.4667
H -7.2617 -1.0952 -2.5877
H 1.7665 -10.2177 1.3103
H -6.3327 -0.1690 -4.9365
H 6.5986 -0.6965 5.4260
H 5.5803 -1.5962 4.2318
H -6.2763 -2.6831 -3.0069
H -2.2518 -0.1717 -7.3099
H 4.5185 0.3776 10.0537
H -2.8704 2.9977 3.6106
H 2.4215 -6.2808 -0.5145
H 2.4105 -8.3209 -2.7438
H 3.4788 -0.9430 5.5392
H -3.2926 5.1635 3.3382
H 1.4206 -0.8215 0.8840
H -1.7453 3.0941 2.2213
H 2.3378 1.3066 -3.8804
H 0.3318 -1.9727 -1.1284
H -8.8172 -1.2961 -3.5583
H -8.6454 -3.5159 -7.2512
H -0.6408 5.4535 0.5142
H -7.8209 -0.8573 -5.6163
H -0.4511 -9.0333 -3.3191
H 3.1157 2.4474 -3.2683
H -1.7286 -0.9266 -5.9539
H -0.8971 -10.6137 -2.8803
H -8.2191 0.2770 -3.2620
H 8.2290 9.4377 -2.7137
H -7.0250 -3.6926 -7.7094
H 0.9566 -7.3491 -2.2986
H 5.6009 -0.9482 9.4621
H 6.3220 0.2480 7.6733
H 3.3740 2.6987 7.5028
H -4.0132 2.6814 0.8696
H 3.7417 -7.2395 -0.8643
H 1.1067 -7.7722 0.4995
H -4.8784 3.1420 2.3384
H 4.8586 2.9802 3.7591
H 0.7455 5.7096 1.3274
H 4.8846 5.9722 -0.9140
H 4.7554 -1.5397 6.7169
H 5.3963 4.0171 2.5682
H 3.1527 -6.1744 -2.0769
H 4.0776 3.0681 2.3268
H 2.3382 0.7384 6.2251
H -5.0358 5.4059 3.0393
H -3.2464 -1.2052 -6.6524
H 5.3658 0.0916 4.3451
H -0.4946 -0.3705 -0.9758
H 5.5187 1.5996 8.1874
H 0.5318 4.2527 0.5386
H -4.0059 -3.8453 -3.2809
```